# 1
174
Properties=species:S:1:pos:R:3 method="wB97M-V/def2-TZVPD" total_charge=-1 homo_energy_ev=-4.50 orbital_gap_ev=4.025 e_lumo_ev=-0.5 energy_ha=-6491.76578
C 3.9114 -2.3468 3.5078
C 3.4646 -2.8845 2.1347
O 2.9440 -1.8259 1.3793
C 2.7688 -2.2536 -0.0289
P 1.5602 -1.1197 -1.0272
C 0.2199 -1.3013 0.3278
C 0.0510 -2.4282 1.3639
N 0.1460 -3.8800 1.1197
C 0.7458 -2.7118 -1.8107
C 1.0659 -3.2951 -3.2108
C 1.9508 -4.5365 -3.2188
F 2.4342 -4.7164 -4.4817
F 2.9939 -4.3918 -2.3783
C 1.1141 -5.8351 -2.9293
F 0.5609 -6.1996 -4.1003
F 0.0897 -5.6475 -2.0985
S 2.1134 -7.3313 -2.2973
F 2.5285 -6.5351 -1.0051
F 0.8315 -7.8837 -1.5107
F 1.6688 -8.2485 -3.5218
F 3.3948 -6.8989 -3.0935
F 2.9283 -8.5720 -1.7328
C 2.7564 -0.8294 -2.5492
C 3.9674 -1.5823 -3.0261
C 5.1860 -1.8062 -2.4178
C 6.2474 -2.4638 -2.9784
C 6.1621 -2.9513 -4.2585
C 4.9981 -2.7146 -4.9496
C 4.8655 -3.2096 -6.3704
C 3.9646 -2.0457 -4.3371
C 2.4825 0.3655 -0.1185
C 4.0034 0.4708 -0.1003
F 2.1561 1.6778 -0.6660
C 0.3573 0.1294 -1.9438
C -0.6380 -0.4652 -2.9676
C -0.5439 1.1086 -1.1252
C -0.7693 2.4636 -1.8553
H 3.5921 -1.3190 3.6649
H 4.9793 -2.4854 3.6622
H 3.4294 -2.9430 4.2879
H 2.7127 -3.6666 2.2999
H 4.3279 -3.3176 1.6140
H 3.8010 -2.2914 -0.3942
H 2.4568 -3.2933 0.0908
H 0.1991 -0.4285 0.9828
H -0.7711 -1.2670 -0.1386
H 0.6311 -2.2232 2.2630
H -0.9668 -2.2990 1.7890
H -0.7144 -4.3236 0.8306
H 0.4368 -4.3246 1.9780
H 0.9867 -3.5895 -1.2059
H -0.3324 -2.7570 -1.6572
H 1.2762 -2.6531 -4.0597
H 0.1182 -3.7460 -3.5516
H 3.0440 0.2252 -2.5898
H 2.0998 -0.7848 -3.4252
H 5.3136 -1.4366 -1.4066
H 7.1490 -2.6066 -2.3970
H 6.9998 -3.4770 -4.6980
H 4.8062 -2.3288 -7.0102
H 3.9485 -3.7734 -6.5306
H 5.7631 -3.7460 -6.6688
H 3.0864 -1.8750 -4.9545
H 2.1594 0.4841 0.9152
H 4.5669 -0.3278 0.3777
H 4.4662 0.6825 -1.0640
H 4.2313 1.3649 0.4916
H 0.9092 0.8350 -2.5667
H -1.1708 0.3810 -3.4095
H -1.4276 -1.0854 -2.5409
H -0.1622 -0.9256 -3.8361
H -1.5249 0.6560 -0.9680
H -0.1824 1.3922 -0.1381
H -0.4010 3.3051 -1.2799
H -0.3874 2.4296 -2.8761
H -1.8513 2.6010 -1.9495
C -5.6533 -0.8631 1.9569
C -6.5586 -1.6389 2.5626
C -6.5549 -3.1296 2.3878
O -7.4003 -3.7794 2.9868
C -5.5609 -3.7242 1.5216
C -4.6493 -2.9524 0.9084
C -4.6331 -1.4571 1.1005
O -3.7840 -0.8054 0.5333
O -3.7274 -3.4746 0.1084
O -7.5136 -1.1401 3.3522
H -5.6426 0.2114 2.0728
H -5.5854 -4.7974 1.3962
H -3.1829 -2.7271 -0.2106
H -8.0499 -1.8923 3.6725
C -7.5790 -5.1117 7.5782
C -7.7758 -4.3206 6.5103
C -8.9963 -3.4457 6.3911
O -9.1058 -2.7315 5.4105
C -9.9857 -3.4957 7.4544
C -9.7869 -4.2899 8.5139
C -8.5562 -5.1427 8.6480
O -8.4418 -5.8234 9.6521
O -10.6546 -4.3800 9.5170
O -6.9269 -4.2496 5.5014
H -6.7066 -5.7414 7.6774
H -10.8653 -2.8762 7.3514
H -10.2658 -5.0176 10.1465
H -7.3276 -3.6138 4.8586
C -0.9864 8.2529 -0.1028
C -1.5115 7.0410 -0.3348
C -1.1265 5.8419 0.4848
O -1.6594 4.7823 0.2288
C -0.1343 6.0159 1.5359
C 0.3909 7.2259 1.7628
C -0.0162 8.4273 0.9596
O 0.4894 9.5052 1.2355
O 1.3018 7.4480 2.7089
O -2.4001 6.8146 -1.2927
H -1.2576 9.1237 -0.6822
H 0.1492 5.1433 2.1074
H 1.5105 8.3995 2.6639
H -2.6092 5.8604 -1.2436
C 8.6959 -0.0888 6.9748
C 7.7416 -0.4312 6.0971
C 7.1677 -1.8195 6.0567
O 6.2925 -2.0515 5.2466
C 7.6924 -2.8101 6.9854
C 8.6470 -2.4661 7.8580
C 9.2025 -1.0718 7.9157
O 10.0573 -0.8296 8.7493
O 9.1686 -3.3258 8.7307
O 7.2415 0.4221 5.2136
H 9.1149 0.9065 7.0151
H 7.2838 -3.8096 6.9362
H 9.8309 -2.8195 9.2381
H 6.5696 -0.0727 4.7033
C -1.8623 10.6932 2.9468
C -2.8027 11.2073 2.1426
C -4.0438 11.8547 2.6870
O -4.8466 12.3173 1.8979
C -4.2253 11.8924 4.1299
C -3.2881 11.3758 4.9343
C -2.0348 10.7519 4.3891
O -1.2196 10.3197 5.1826
O -3.3971 11.3784 6.2597
O -2.7069 11.1838 0.8156
H -0.9618 10.2258 2.5658
H -5.1298 12.3457 4.5100
H -2.5867 10.9481 6.5937
H -3.5140 11.6195 0.4819
C 3.3591 2.9696 -5.3015
C 3.9514 1.7737 -5.4722
C 4.0824 1.1539 -6.8375
O 4.6483 0.0862 -6.9427
C 3.5224 1.8714 -7.9766
C 2.9310 3.0566 -7.7951
C 2.8245 3.6888 -6.4382
O 2.2873 4.7816 -6.3613
O 2.3995 3.7594 -8.7948
O 4.4440 1.0931 -4.4511
H 3.2592 3.4271 -4.3271
H 3.6079 1.4096 -8.9502
H 2.0441 4.5703 -8.3829
H 4.8136 0.2576 -4.8076
C -4.4406 0.3242 -6.0904
C -5.3436 -0.1699 -6.9444
C -6.2018 -1.3488 -6.5926
O -7.0165 -1.7324 -7.4137
C -6.0148 -1.9737 -5.2951
C -5.1082 -1.4842 -4.4370
C -4.2663 -0.2861 -4.7775
O -3.4766 0.1233 -3.9538
O -4.9005 -2.0248 -3.2420
O -5.5467 0.3444 -8.1575
H -3.8186 1.1744 -6.3324
H -6.6270 -2.8329 -5.0607
H -4.2007 -1.4984 -2.8070
H -6.2503 -0.1981 -8.5605



# 2
173
Properties=species:S:1:pos:R:3 method="wB97M-V/def2-TZVPD" total_charge=+1 homo_energy_ev=-10.44 orbital_gap_ev=7.676 de_lowest_kcal_mol=107.80 e_lumo_ev=-2.8 energy_ha=-5564.82232
C -5.4549 0.2242 3.8305
C -4.4523 1.2827 4.5310
O -3.2788 1.4056 3.6978
C -2.4912 2.5705 4.0560
C -1.6721 3.0835 2.7451
O -1.7964 2.1247 1.7436
C -0.9703 1.9661 0.6167
C -2.0702 2.3302 -0.5455
C -3.5570 2.6179 0.0087
F -2.0108 1.5972 -1.7679
C 0.2652 2.8728 0.3025
O 1.5293 2.6766 1.0767
N 2.4844 3.3684 0.3842
O 3.5204 2.8037 0.4223
B 0.2134 4.4995 0.3533
O 0.0657 5.2056 -0.9281
C 0.2404 5.5177 1.6018
C 1.2985 5.2565 2.7649
N 0.7750 2.5139 -1.0770
C 0.9147 1.0610 -1.3010
N 2.3676 0.8074 -1.7037
C 2.3865 0.8300 -3.0039
S 2.6740 0.5904 -4.6216
C 0.5698 0.0763 -0.0962
P 0.6943 -1.6733 -0.7791
O 0.3136 -1.7126 -2.4541
Cl 2.7553 -2.2534 -0.7277
N -0.6533 0.4531 0.7342
C -0.3302 0.0015 2.1358
C 0.6699 0.7569 3.0884
N 0.4020 1.2738 4.2589
C -1.8461 -0.4075 0.3693
C -2.0498 -1.8509 1.0001
C -3.0028 -2.7875 0.0689
C -2.6430 -4.3344 0.1982
F -3.3433 -5.0146 -0.8478
F -1.2669 -4.5793 -0.0633
C -3.1141 -5.0155 1.5703
F -3.9333 -4.1918 2.3479
F -2.0204 -5.4380 2.3513
F -3.8325 -6.1829 1.2551
H -4.9190 -0.4637 3.0967
H -6.3289 0.7405 3.2951
H -5.8938 -0.4189 4.6633
H -4.1456 0.8067 5.5257
H -5.0431 2.2519 4.6801
H -3.2543 3.3820 4.3563
H -1.8259 2.4228 4.9636
H -2.2293 4.0485 2.4423
H -0.6210 3.3338 3.0929
H -1.8834 3.3851 -0.9860
H -4.1679 2.8856 -0.9318
H -4.0848 1.7615 0.5048
H -3.6024 3.5682 0.6532
H -0.8414 5.5936 -0.8725
H 0.4467 6.5964 1.2488
H -0.7901 5.6065 2.1151
H 1.3409 4.1809 3.1553
H 2.3715 5.5142 2.4434
H 1.0840 5.9062 3.6877
H 0.1927 2.8825 -1.8289
H 0.3076 0.8099 -2.2483
H 1.4963 0.1558 0.5898
H 0.5582 -2.5820 -2.8353
H -1.2478 -0.1250 2.8198
H 0.2467 -0.9907 2.0107
H 1.7703 0.8378 2.7566
H 1.2417 1.7014 4.6755
H -1.9269 -0.6045 -0.7637
H -2.8528 0.0747 0.6472
H -2.6211 -1.7588 1.9945
H -1.1302 -2.4681 1.2192
H -2.8881 -2.5267 -1.0382
H -4.0700 -2.5797 0.4370
N -6.4629 4.4174 4.8196
C -6.1732 5.5289 4.1251
C -7.1006 6.5115 3.8194
C -8.4069 6.3376 4.2515
C -8.7347 5.1970 4.9698
C -7.7339 4.2750 5.2275
H -5.1394 5.6182 3.8060
H -6.8092 7.3898 3.2575
H -9.1623 7.0834 4.0308
H -9.7444 5.0287 5.3218
H -7.9404 3.3692 5.7887
N -1.4598 -10.1808 -1.2735
C -2.0466 -9.2789 -0.4720
C -2.6252 -8.1043 -0.9255
C -2.5938 -7.8409 -2.2871
C -1.9914 -8.7559 -3.1383
C -1.4445 -9.9030 -2.5857
H -2.0428 -9.5285 0.5845
H -3.0876 -7.4138 -0.2311
H -3.0346 -6.9319 -2.6810
H -1.9482 -8.5827 -4.2062
H -0.9658 -10.6502 -3.2104
N -1.1899 -5.9554 6.8416
C -1.6399 -5.8987 5.5793
C -2.4984 -6.8329 5.0233
C -2.9162 -7.8927 5.8148
C -2.4647 -7.9769 7.1235
C -1.6101 -6.9890 7.5864
H -1.2829 -5.0538 4.9992
H -2.8312 -6.7352 3.9997
H -3.5871 -8.6453 5.4157
H -2.7696 -8.7904 7.7696
H -1.2327 -7.0090 8.6035
N 6.4571 1.1166 -9.0790
C 7.3408 2.0772 -8.7667
C 7.2695 2.8461 -7.6152
C 6.2233 2.6139 -6.7352
C 5.2946 1.6276 -7.0354
C 5.4562 0.9112 -8.2103
H 8.1388 2.2233 -9.4871
H 8.0131 3.6066 -7.4129
H 6.1322 3.1954 -5.8241
H 4.4645 1.4196 -6.3714
H 4.7579 0.1274 -8.4870
N -2.3853 -13.7979 3.6622
C -2.9719 -12.8998 4.4677
C -3.5520 -11.7243 4.0190
C -3.5226 -11.4558 2.6583
C -2.9206 -12.3668 1.8031
C -2.3720 -13.5154 2.3509
H -2.9667 -13.1529 5.5229
H -4.0145 -11.0363 4.7158
H -3.9649 -10.5454 2.2680
H -2.8789 -12.1895 0.7354
H -1.8935 -14.2597 1.7229
N 10.6669 3.2569 -7.3954
C 10.4080 2.1292 -6.7154
C 11.2490 1.6016 -5.7487
C 12.4296 2.2738 -5.4684
C 12.7227 3.4413 -6.1586
C 11.8143 3.8887 -7.1041
H 9.4757 1.6387 -6.9727
H 10.9877 0.6885 -5.2291
H 13.1147 1.8920 -4.7195
H 13.6351 3.9914 -5.9660
H 11.9968 4.7984 -7.6672
N 10.5906 -0.1908 -9.6118
C 10.5335 -1.0719 -10.6220
C 11.5906 -1.3317 -11.4793
C 12.7771 -0.6392 -11.2867
C 12.8625 0.2791 -10.2505
C 11.7495 0.4641 -9.4462
H 9.5842 -1.5854 -10.7340
H 11.4887 -2.0564 -12.2772
H 13.6269 -0.8137 -11.9374
H 13.7724 0.8379 -10.0712
H 11.7678 1.1679 -8.6216
N 3.0888 8.0181 3.1601
C 3.7061 8.3406 4.3075
C 4.4129 9.5164 4.4991
C 4.4926 10.4133 3.4441
C 3.8655 10.1045 2.2460
C 3.1801 8.9041 2.1562
H 3.6181 7.6063 5.1017
H 4.8893 9.7253 5.4485
H 5.0379 11.3440 3.5544
H 3.9075 10.7808 1.4017
H 2.6704 8.6196 1.2409
N -10.9627 4.6103 1.7020
C -9.9230 3.9379 2.2184
C -9.8427 2.5552 2.2606
C -10.8994 1.8205 1.7426
C -11.9879 2.4908 1.2041
C -11.9705 3.8764 1.2061
H -9.1255 4.5548 2.6124
H -8.9763 2.0653 2.6881
H -10.8749 0.7365 1.7583
H -12.8302 1.9499 0.7917
H -12.7968 4.4457 0.7931